# 1
4
Properties=species:S:1:pos:R:3:forces:R:3 method="wB97M-V/def2-TZVPD" charge=+2 orbital_gap_ev=12.03 homo_energy_ev=-25.6917 relative_energy_kcal_mol=1.1
O 0.0680 0.0108 0.1651 1.6 0.5 0.7
H 0.6786 0.7745 0.0548 0.0 -0.1 0.3
H 0.5094 -0.5658 0.8291 -0.3 0.0 -0.1
Mg -1.2561 -0.2196 -1.0489 -1.3 -0.4 -1.0



# 2
7
Properties=species:S:1:pos:R:3:forces:R:3 method="wB97M-V/def2-TZVPD" s2=2.02 orbital_gap_ev="7.38 / 7.08" homo_energy_ev="-7.9957 / -9.6946" relative_energy_kcal_mol=75.0 spin_multiplicity=3
N 1.1315 -0.1092 -0.1281 1.7 0.2 -0.5
N 0.3233 0.6778 -0.6722 0.4 3.2 0.7
O 0.3650 -2.3013 0.8894 -0.1 -0.5 -0.2
O -1.4476 0.6588 0.2257 -3.6 0.2 0.1
S 1.4452 -1.5228 0.3183 -0.3 -0.1 0.7
H 0.2167 1.6495 -0.1000 1.2 -2.6 -1.9
H -2.0341 0.9473 -0.5331 0.7 -0.4 1.0



# 3
8
Properties=species:S:1:pos:R:3:forces:R:3 method="wB97M-V/def2-TZVPD" orbital_gap_ev=9.29 homo_energy_ev=-10.1291 relative_energy_kcal_mol=11.2
N 2.3702 -1.0290 -0.0120 0.0 0.1 -0.1
N -1.2100 0.2652 -0.2472 0.5 -0.8 0.2
O -2.4626 -1.8181 0.1620 -2.8 -2.0 -0.2
O 1.4623 1.4599 0.3337 -1.0 0.8 -0.4
S -1.2218 -1.1766 0.2646 2.5 2.6 0.0
S 2.6741 0.3704 0.1661 -0.8 0.0 0.0
H 0.4964 1.4432 0.0073 1.7 -1.0 0.5
H -2.1085 0.4849 -0.6745 -0.2 0.3 0.0



# 4
7
Properties=species:S:1:pos:R:3:forces:R:3 method="wB97M-V/def2-TZVPD" orbital_gap_ev=11.07 homo_energy_ev=-10.0903 relative_energy_kcal_mol=8.7
N -2.2474 -1.0538 0.3558 -1.5 -1.6 0.2
N -1.6442 -0.1454 0.1983 -0.2 -1.0 0.3
O -0.9248 0.7387 0.0583 0.5 2.9 -0.4
O 1.1567 -0.6082 -0.0145 0.3 -0.7 -1.3
O 1.4650 0.7623 -0.2640 0.2 1.5 2.6
H 1.0489 -0.8393 -0.9607 0.0 -0.4 0.8
H 1.1457 1.1457 0.6268 0.8 -0.6 -2.2



# 5
7
Properties=species:S:1:pos:R:3:forces:R:3 method="wB97M-V/def2-TZVPD" orbital_gap_ev=11.58 homo_energy_ev=-10.7169 relative_energy_kcal_mol=55.7
O -1.7094 0.0134 0.1477 -1.3 -1.4 0.5
N -0.4741 0.2531 -0.4451 -2.6 -1.3 -3.2
O -0.0005 1.4760 0.0095 -0.4 2.9 -0.8
N 0.5101 0.3150 0.4542 1.6 -2.6 4.1
O 1.6690 -0.0098 -0.1807 1.6 -0.2 -0.7
H -2.1154 -0.8602 -0.1952 1.5 2.1 0.2
H 2.1235 -0.6420 0.4094 -0.4 0.6 -0.1



# 6
7
Properties=species:S:1:pos:R:3:forces:R:3 method="wB97M-V/def2-TZVPD" s2=2.01 orbital_gap_ev="5.91 / 7.71" homo_energy_ev="-5.1951 / -10.8259" relative_energy_kcal_mol=146.6 spin_multiplicity=3
N -0.5820 -0.0405 -0.5034 0.6 0.2 -1.5
N 0.5060 -0.1340 0.3686 3.0 -7.9 4.6
O -0.0102 1.1856 0.0115 -3.6 9.1 -2.1
O -1.6823 -0.3825 0.0904 -2.0 -0.8 4.3
O 1.7432 -0.2957 -0.0899 0.5 0.6 -4.3
H -1.6066 -0.4216 1.2054 0.4 0.2 -4.0
H 1.6319 0.0888 -1.0826 1.0 -1.3 3.0



# 7
8
Properties=species:S:1:pos:R:3:forces:R:3 method="wB97M-V/def2-TZVPD" orbital_gap_ev="6.94 / 6.93" homo_energy_ev="-8.8588 / -8.8571" relative_energy_kcal_mol=75.2
N 1.7075 -0.9289 1.4922 -1.1 -1.1 -0.1
N -0.4634 -0.0656 0.4659 -3.0 -2.6 -0.5
O -0.9371 0.0894 -2.2068 0.2 0.0 -0.1
O 1.1884 1.0979 -1.3963 -1.4 -0.4 0.2
O 0.6946 -1.3456 1.2500 2.0 1.0 0.4
S -0.2767 1.0019 -1.3048 1.0 0.4 -0.6
H -1.4216 -0.5772 0.6543 2.1 1.4 -0.9
H -0.4916 0.7282 1.0455 0.2 1.3 1.6



# 8
8
Properties=species:S:1:pos:R:3:forces:R:3 method="wB97M-V/def2-TZVPD" orbital_gap_ev="8.61 / 8.60" homo_energy_ev="-9.8642 / -9.8446" relative_energy_kcal_mol=86.0
N -0.3052 0.2574 0.9845 2.3 0.6 2.6
N 0.4781 0.6924 -1.0129 0.1 0.6 -2.6
O 2.7974 -1.7738 1.8715 -0.2 0.3 0.4
O 3.2954 -0.6265 -0.3102 -0.2 -1.7 1.5
O -0.4971 0.3474 -0.2725 -1.3 -0.9 0.2
S 3.2245 -1.8335 0.5192 0.4 1.5 -2.0
H -1.0719 -0.0730 1.5785 -0.9 0.0 -1.6
H 1.3084 1.0350 -0.5289 -0.2 -0.4 1.3



# 9
9
Properties=species:S:1:pos:R:3:forces:R:3 method="wB97M-V/def2-TZVPD" charge=-1 orbital_gap_ev=9.80 homo_energy_ev=-5.8411 relative_energy_kcal_mol=33.8
N 0.9718 -0.5375 0.1747 -0.5 -0.8 -1.1
N -1.6255 0.1594 -1.6602 -3.7 -0.8 -1.4
O -2.7144 0.0238 -2.2503 2.8 0.9 0.7
O 2.5678 0.8182 1.9124 -1.7 -0.5 -1.9
O -1.5515 -0.7551 -0.7298 1.3 0.5 1.3
O 0.0371 1.3669 1.6297 1.3 -0.6 -1.1
P 1.2527 0.6034 1.1601 0.6 2.1 4.4
H 1.7361 -1.1545 -0.0345 0.2 -0.1 -0.1
H -0.6740 -0.5247 -0.2022 -0.2 -0.7 -0.8



# 10
9
Properties=species:S:1:pos:R:3:forces:R:3 method="wB97M-V/def2-TZVPD" charge=-2 orbital_gap_ev="5.19 / 5.17" homo_energy_ev="1.5582 / 1.5797" relative_energy_kcal_mol=11.7
N 1.2075 -2.3204 -0.7280 1.4 -3.0 1.1
N 0.1756 -0.0035 0.3117 1.7 2.4 0.6
O 1.6754 -3.3951 -0.1460 -1.1 2.4 -1.4
O -0.0119 2.5273 -0.0283 -0.8 -1.3 0.4
O -1.8267 0.9989 -0.8945 0.9 0.7 -0.2
O -1.6669 1.3657 1.4202 0.4 0.5 1.3
S -0.8900 1.3427 0.1989 -0.3 -1.5 -1.9
H 0.2114 -0.8691 -0.2221 -1.2 -0.3 -0.4
H 1.1256 0.3535 0.0881 -0.9 0.0 0.5



# 11
9
Properties=species:S:1:pos:R:3:forces:R:3 method="wB97M-V/def2-TZVPD" orbital_gap_ev="8.14 / 8.35" homo_energy_ev="-10.7654 / -10.2654" relative_energy_kcal_mol=78.0
N -1.0022 0.1600 0.1142 -0.2 -5.0 0.0
N 2.2476 -2.3789 0.7905 -0.4 -0.6 -0.3
O 2.7174 -1.3778 1.1817 0.4 0.9 0.3
O 2.6236 -3.4979 0.7292 0.0 -0.2 -0.1
O -1.5195 -2.4912 0.5783 1.5 2.0 -0.1
O -0.5179 -1.8043 -1.5140 0.8 0.4 -2.3
S -0.5804 -1.5836 -0.1245 -2.9 0.5 3.0
H -0.6822 0.7533 -0.5437 1.6 1.9 -2.9
H -1.3999 0.6354 0.8535 -0.9 0.1 2.4



# 12
9
Properties=species:S:1:pos:R:3:forces:R:3 method="wB97M-V/def2-TZVPD" orbital_gap_ev="8.55 / 8.48" homo_energy_ev="-11.1627 / -9.9771" relative_energy_kcal_mol=102.9
N -2.2781 -0.3471 -0.2893 0.3 -0.1 0.0
N 1.6554 -0.7115 0.0885 0.4 1.8 3.2
O 1.7374 -1.0634 -0.9986 1.0 -2.1 -2.5
O 2.2297 -0.7910 1.1349 -0.1 -0.7 -0.9
O 0.4977 1.3674 -1.4321 0.6 0.8 -1.4
O 0.4302 1.9169 1.0351 0.1 -1.6 -2.2
S 0.2948 0.9757 -0.0966 -2.2 1.7 3.7
H -2.6156 -0.0535 0.6251 -0.2 0.3 0.3
H -1.9515 -1.2935 -0.0670 0.1 -0.1 -0.2



# 13
7
Properties=species:S:1:pos:R:3:forces:R:3 method="wB97M-V/def2-TZVPD" charge=-1 orbital_gap_ev="3.35 / 3.17" homo_energy_ev="-2.3984 / -2.3299" relative_energy_kcal_mol=157.5
N 0.6650 -0.6968 -0.1441 -0.8 0.5 -0.1
N -2.1392 2.0972 0.0950 -3.8 0.3 0.8
N 1.5451 -1.4747 -0.4803 0.7 -0.7 2.1
O 2.2241 -1.6171 -1.4657 0.2 -0.1 -1.1
O 1.7153 -2.1649 0.6400 -0.3 0.3 -0.8
H -1.2349 1.8889 0.3757 2.3 -0.6 1.0
H -2.7755 1.9674 0.9794 1.7 0.2 -1.8



# 14
7
Properties=species:S:1:pos:R:3:forces:R:3 method="wB97M-V/def2-TZVPD" charge=-1 orbital_gap_ev=7.65 homo_energy_ev=-2.9654 relative_energy_kcal_mol=72.5
N 0.0998 0.4581 -1.2505 -1.1 -2.2 0.2
N -0.2480 -0.7242 -1.0071 1.0 -1.4 0.1
N 0.1150 1.0163 0.8858 0.5 -0.7 0.0
O 0.4866 2.0635 1.4242 0.0 -0.6 0.3
O 0.3808 -0.1039 1.4015 -0.2 1.3 0.5
H -1.1775 -1.1291 -0.7884 -0.6 1.4 -0.5
H 0.3433 -1.5807 -0.6655 0.4 2.1 -0.6



# 15
8
Properties=species:S:1:pos:R:3:forces:R:3 method="wB97M-V/def2-TZVPD" charge=-1 orbital_gap_ev="7.41 / 7.41" homo_energy_ev="-3.4229 / -3.4223" relative_energy_kcal_mol=61.9
N 0.0112 -0.0699 -0.4122 -0.1 0.2 -0.3
N 1.1389 -0.8831 -0.2334 -0.1 0.4 0.2
O 0.9897 -2.1185 -0.3296 0.1 0.0 0.1
N 2.2308 -0.2523 0.0079 3.6 -3.8 1.0
O 3.4653 -1.0584 0.3021 -4.1 2.1 -1.2
S 2.3090 1.3884 0.1524 0.2 1.6 0.1
H 0.2503 0.8520 -0.0189 -0.1 -0.2 -0.1
H -0.7921 -0.5090 0.0236 0.4 -0.3 0.1



# 16
9
Properties=species:S:1:pos:R:3:forces:R:3 method="wB97M-V/def2-TZVPD" charge=-1 orbital_gap_ev="5.72 / 8.47" homo_energy_ev="-2.7771 / -4.8512" relative_energy_kcal_mol=119.8
N 1.0019 -0.0953 -0.0528 -0.6 0.1 0.5
N 0.8933 0.7789 0.7400 0.4 -0.6 -0.6
N 2.1471 -0.6929 -0.4886 1.6 -2.6 -1.8
O -2.7328 1.4151 1.2649 -0.3 0.0 1.1
O -2.2129 1.1294 -1.0306 0.2 0.2 -1.9
O -2.2015 -0.8318 0.4014 -0.3 -2.5 0.3
S -2.0353 0.5811 0.2926 0.5 2.5 0.6
H 3.1206 -0.6569 -0.1427 -1.0 0.8 0.7
H 2.0196 -1.6277 -0.9843 -0.5 2.2 1.1



# 17
7
Properties=species:S:1:pos:R:3:forces:R:3 method="wB97M-V/def2-TZVPD" orbital_gap_ev=8.48 homo_energy_ev=-9.5940 relative_energy_kcal_mol=0.0
O 1.9823 1.3385 -0.8665 2.3 1.7 0.2
P 1.0085 0.3506 -1.2108 -2.2 -1.5 0.3
N -0.2293 0.6982 -0.0108 0.7 -0.5 -0.1
N -1.3531 -0.1479 0.1221 -1.0 -0.9 0.4
N -0.3696 -0.1997 1.1566 1.2 -0.4 1.0
H -1.3753 -0.9895 -0.4625 0.6 0.0 -0.2
H 0.3365 -1.0502 1.2720 -1.7 1.7 -1.6



# 18
11
Properties=species:S:1:pos:R:3:forces:R:3 method="wB97M-V/def2-TZVPD" orbital_gap_ev=9.65 homo_energy_ev=-10.0882 relative_energy_kcal_mol=0.0
O 0.9554 -2.7542 -0.0773 0.6 -0.7 0.0
N 0.4898 -1.6566 -0.0175 0.4 1.7 0.3
O 1.3917 -0.6201 0.2835 0.1 -0.3 0.0
N -0.7061 -1.3810 -0.1945 -2.0 -0.3 -0.4
O -0.9981 -0.0216 -0.0596 0.9 0.0 0.2
H 0.8939 0.2174 0.3151 -0.3 -0.1 -0.1
H -1.9429 0.0423 -0.2466 0.1 -0.3 0.0
O 3.1168 1.8499 -0.1540 -0.9 1.4 -0.2
N 3.6133 0.7825 0.0421 0.4 -0.4 0.1
N 4.4391 0.0109 -0.1210 -0.2 0.3 0.0
O 4.9407 -1.0469 0.0741 0.8 -1.3 0.1



# 19
12
Properties=species:S:1:pos:R:3:forces:R:3 method="wB97M-V/def2-TZVPD" orbital_gap_ev="7.61 / 7.46" homo_energy_ev="-10.4686 / -10.3671" relative_energy_kcal_mol=21.1
N -2.0056 -0.7816 -1.0042 -0.5 -3.5 3.8
N 1.7113 -0.2253 -0.4026 -1.0 -1.3 1.5
N -0.7316 0.2554 0.4515 -1.7 -2.7 -0.4
N -0.5990 1.5300 0.1116 4.1 -1.0 0.5
O -1.5359 1.9966 -0.3961 -3.4 2.4 -1.6
O -2.2921 -1.7285 -0.4487 0.8 4.2 -2.9
O 0.5052 2.0819 0.2611 -0.7 0.2 0.4
O 1.0210 -0.5499 1.9591 0.8 -0.4 2.1
O 0.0589 -2.0023 0.1682 -0.2 -1.9 -0.1
S 0.5582 -0.7868 0.6669 1.2 3.3 -2.1
H 1.3642 -0.5150 -1.3311 0.9 1.2 0.4
H 1.9455 0.7253 -0.0357 -0.2 -0.8 -1.6



# 20
6
Properties=species:S:1:pos:R:3:forces:R:3 method="wB97M-V/def2-TZVPD" s2=2.01 orbital_gap_ev="9.38 / 8.68" homo_energy_ev="-9.1281 / -10.7088" relative_energy_kcal_mol=50.2 spin_multiplicity=3
N 0.7795 -0.0055 1.4744 0.7 0.2 0.6
O 0.1427 -0.8833 1.9384 -0.7 -0.5 -0.1
O 1.7825 0.5127 1.8417 0.1 0.3 -0.3
P -0.3055 0.1935 -1.5109 0.7 1.2 -0.6
H -1.2746 -0.7333 -1.2942 -1.0 -1.0 0.2
H -1.1246 0.9160 -2.4494 0.3 -0.3 0.3



no.,E (eV),strongest force on any atom (eV/Å)
1,-7504.43544,1.8
2,-17935.73791,3.6
3,-28775.28026,3.6
4,-9149.86058,3.0
5,-9147.82227,5.1
6,-9141.52293,10.0
7,-19984.63090,4.0
8,-19984.15832,3.5
9,-20492.45732,5.0
10,-22034.36545,3.4
11,-22031.80662,5.0
12,-22030.72687,4.6
13,-8589.49172,3.9
14,-8593.17609,2.5
15,-19428.61936,5.3
16,-21478.21101,3.6
17,-15834.67471,2.9
18,-16219.38482,2.1
19,-27057.32958,5.2
20,-14900.75482,1.5